Entry 1:
Entry from OMol25: a molecular structure, C2H3Br2NO at a distorted geometry (wB97M-V/def2-TZVPD).

```
9
Properties=species:S:1:pos:R:3:forces:R:3:lowdin_charge:R:1
C -0.0788 -0.6663 0.0468 -0.565 0.333 1.583 -0.72
C 1.1368 0.1755 -0.0631 2.653 -2.149 1.188 -0.08
N -1.2063 0.0850 0.3090 -1.769 1.607 -0.351 -0.85
O -0.2348 -1.8433 0.1464 1.031 -1.497 -0.696 0.04
Br -1.1841 1.9465 -0.0547 -0.495 -0.448 -0.011 0.70
Br -2.8794 -0.7392 -0.0351 0.704 0.388 0.196 0.70
H 2.0964 -0.4317 0.0763 -1.541 0.477 -0.011 0.12
H 1.1783 1.0014 0.6325 -0.179 0.112 -0.089 0.05
H 1.1719 0.4720 -1.0581 0.160 1.176 -1.810 0.05
```
Forces are in eV/Å.

Summary:
Energy relative to the best compared isomer or geometry (same formula, charge and spin) = 8.6 kJ/mol
Charge = 0
Orbital gap = 8.875 eV
Calculated total energy = -145743.1430 eV

Entry 2:
Entry from OMol25: a molecular structure, C2H3Br2O2S at a distorted geometry (wB97M-V/def2-TZVPD).

```
10
Properties=species:S:1:pos:R:3:forces:R:3:lowdin_charge:R:1
C -0.3637 0.7231 -1.0114 -0.718 2.784 4.386 -0.40
C -0.5299 -1.2505 0.8339 0.761 -0.145 -0.097 -1.01
O 2.2874 0.7793 -1.1416 0.014 -0.335 0.779 -0.53
O 0.1169 2.0046 -1.1851 0.718 1.684 -0.794 -0.35
S 1.1964 1.1129 -0.2066 -0.479 0.614 -1.856 0.81
Br -1.7845 -0.9048 2.2508 -1.194 0.227 0.685 0.31
Br 1.3125 -0.9144 1.8822 -0.165 -0.882 -0.196 0.21
H -0.3349 0.0247 -1.7014 0.705 -3.112 -3.764 0.03
H -1.3075 0.7620 -0.4967 -0.110 -0.437 0.539 0.06
H -0.5928 -2.3369 0.7759 0.468 -0.399 0.318 -0.12
```
Forces are in eV/Å.

Summary:
Energy relative to the best compared isomer or geometry (same formula, charge and spin) = 308.6 kJ/mol
Charge = -1
Orbital gap = 6.927 eV
Calculated total energy = -157135.2622 eV

Entry 3:
Entry from OMol25: 2 unconnected molecules or ions with the total composition C2H3Br2O2Si at a distorted geometry (wB97M-V/def2-TZVPD).

```
10
Properties=species:S:1:pos:R:3:forces:R:3:lowdin_charge:R:1
C -0.6702 2.2688 -1.1758 -0.445 1.149 -0.197 -0.64
C 1.1297 -1.1026 0.8689 -2.180 0.733 -0.484 -0.40
O -1.5596 2.8428 -0.6517 0.585 -0.723 -0.157 0.08
O 0.1920 2.0643 -1.9466 -0.132 -0.279 0.427 0.07
Si -0.4406 -0.1109 0.2381 0.320 -0.713 -0.276 -0.01
Br -0.7809 -1.2878 -1.8431 -0.056 -0.026 0.258 -0.02
Br -2.0321 -1.1184 1.7076 0.050 0.014 -0.147 -0.03
H 1.9009 -0.5977 0.3794 1.624 1.348 -0.290 -0.04
H 0.9958 -0.8561 1.9203 0.782 -0.649 0.247 -0.02
H 1.2650 -2.1024 0.5029 -0.548 -0.855 0.621 -0.01
```
Forces are in eV/Å.

Summary:
Energy relative to the best compared isomer or geometry (same formula, charge and spin) = 14.3 kJ/mol
Charge = -1
Orbital gap = 7.274 eV
Calculated total energy = -154184.5959 eV

Entry 4:
Entry from OMol25: a molecular structure, C2H3Br3S at a distorted geometry (wB97M-V/def2-TZVPD).

```
9
Properties=species:S:1:pos:R:3:forces:R:3:lowdin_charge:R:1
C -1.0542 -0.1278 -0.2955 4.648 -1.525 -1.901 -0.60
C 1.0407 -0.3331 -0.1211 -2.495 0.683 -0.273 -1.68
S -1.6351 0.5416 1.1610 -1.046 0.130 0.795 0.69
Br 1.5614 -2.0068 0.6655 -0.083 0.263 -0.450 0.57
Br 1.6593 1.1355 0.9753 0.092 -0.285 -0.227 0.55
Br 1.5312 -0.0132 -1.9881 0.338 -0.491 0.535 0.56
H -0.8090 0.2953 -1.3299 -1.293 0.235 1.804 0.00
H -1.2760 -1.2325 -0.4347 -0.145 1.502 0.577 0.06
H -1.0183 1.7410 1.3675 -0.016 -0.511 -0.860 -0.14
```
Forces are in eV/Å.

Summary:
Energy relative to the best compared isomer or geometry (same formula, charge and spin) = 188.7 kJ/mol
Charge = 0
Orbital gap = 8.663 eV
Calculated total energy = -223082.7389 eV

Entry 5:
Entry from OMol25: 2 unconnected molecules or ions with the total composition C2H3BrClF at a distorted geometry (wB97M-V/def2-TZVPD).

```
8
Properties=species:S:1:pos:R:3:forces:R:3:lowdin_spin:R:1
C -0.7624 -0.9604 -0.5839 -1.141 -1.009 -0.402 0.73
C 0.5090 0.9608 0.5860 1.181 1.459 0.734 0.69
F 0.2192 -1.5765 -1.2289 0.557 -0.144 -0.232 0.17
Cl 1.2283 1.7765 -0.7373 -0.187 -0.291 0.140 0.16
Br 1.6510 0.1772 1.8482 -0.173 -0.035 -0.205 0.14
H -1.4261 -0.3982 -1.2146 -0.102 0.220 -0.133 0.04
H -1.0921 -1.4699 0.3061 0.008 0.020 0.198 0.04
H -0.3267 1.4904 1.0244 -0.145 -0.220 -0.099 0.03
```
Forces are in eV/Å.

Summary:
Energy relative to the best compared isomer or geometry (same formula, charge and spin) = 54.1 kJ/mol
Spin multiplicity = 3
Charge = 0
Orbital gap (alpha / beta) = 8.055 / 9.619 eV
Calculated total energy = -87400.4699 eV

Entry 6:
Entry from OMol25: 2 unconnected molecules or ions with the total composition C2H3BrClNO at a distorted geometry (wB97M-V/def2-TZVPD).

```
9
Properties=species:S:1:pos:R:3:forces:R:3:lowdin_spin:R:1
C -0.4071 -0.8480 0.4658 0.563 0.103 -3.150 0.45
C -1.1651 0.1723 -0.0751 -3.803 2.822 -2.919 0.14
N 1.6331 0.1517 -0.5913 0.500 -1.173 -0.511 0.74
O -0.1214 -1.7089 1.1708 0.211 -1.910 3.081 0.28
Cl 2.6833 -1.1516 -0.1485 -0.244 1.253 -0.080 0.14
Br 1.9401 1.7900 0.1411 0.653 0.309 0.393 0.17
H -1.1255 0.3785 -1.2560 0.881 -0.664 2.164 0.05
H -1.1600 1.1838 0.3386 0.790 -0.060 0.454 0.01
H -2.2776 0.0321 -0.0454 0.449 -0.681 0.567 0.02
```
Forces are in eV/Å.

Summary:
Energy relative to the best compared isomer or geometry (same formula, charge and spin) = 132.0 kJ/mol
Spin multiplicity = 3
Charge = 0
Orbital gap (alpha / beta) = 5.379 / 8.699 eV
Calculated total energy = -88218.7241 eV

Entry 7:
Entry from OMol25: 2 unconnected molecules or ions with the total composition C2H3BrClNO3 at a distorted geometry (wB97M-V/def2-TZVPD).

```
11
Properties=species:S:1:pos:R:3:forces:R:3:lowdin_charge:R:1
C 0.9307 0.4449 0.2035 0.046 0.182 0.433 -0.38
C -0.0125 -0.4688 -0.5293 -2.206 0.116 0.464 -1.10
N -1.8765 -0.6951 0.7163 3.534 0.506 -2.214 -0.34
O -1.6911 -1.0982 1.8112 -0.709 -0.304 0.913 0.08
O -2.8060 -0.3768 0.0657 -1.054 -0.135 0.618 0.01
O 1.8142 0.9985 -0.7481 0.242 -0.034 -0.192 -0.10
Cl 0.5289 -2.0654 -0.8361 0.016 0.059 0.113 0.67
Br -0.9409 0.3627 -1.9424 0.424 -0.137 -0.090 0.82
H 0.3498 1.2322 0.7016 -0.018 -0.196 -0.075 0.12
H 1.4790 -0.1317 0.9606 -0.198 0.019 -0.080 0.12
H 2.2243 1.7977 -0.4031 -0.078 -0.076 0.109 0.10
```
Forces are in eV/Å.

Summary:
Energy relative to the best compared isomer or geometry (same formula, charge and spin) = 124.5 kJ/mol
Charge = 0
Orbital gap (alpha / beta) = 8.362 / 8.084 eV
Calculated total energy = -92315.0354 eV

Entry 8:
Entry from OMol25: C2H3BrF2O2 in the gas phase at a distorted geometry (wB97M-V/def2-TZVPD).

```
10
Properties=species:S:1:pos:R:3:forces:R:3:lowdin_spin:R:1
C -0.9228 0.0540 -0.0848 1.916 -1.569 2.401 0.04
C 0.6516 -0.2425 -0.0547 -4.590 -2.109 -0.644 0.48
O -1.4385 1.1105 0.5937 0.043 0.819 -0.910 0.02
O 0.9781 -0.6937 -1.2601 3.471 -1.924 -1.722 0.08
F -1.4612 -1.0859 0.4797 -0.493 -0.415 -0.325 0.02
F 0.9200 -1.0410 0.9866 0.683 -0.966 0.713 0.06
Br 1.5459 1.5513 0.3165 2.710 4.983 1.131 1.28
H -1.2312 0.1833 -1.0379 -0.934 -0.087 -3.277 0.00
H -1.0560 1.0818 1.4442 0.479 0.278 1.943 0.00
H 2.0142 -0.9177 -1.3832 -3.284 0.990 0.688 0.02
```
Forces are in eV/Å.

Summary:
Energy relative to the best compared isomer or geometry (same formula, charge and spin) = 47.5 kJ/mol
Spin multiplicity = 3
Charge = 0
Orbital gap (alpha / beta) = 5.964 / 6.708 eV
Calculated total energy = -81689.0702 eV

Entry 9:
Entry from OMol25: 2 unconnected molecules or ions with the total composition C2H3BrF2S at a distorted geometry (wB97M-V/def2-TZVPD).

```
9
Properties=species:S:1:pos:R:3:forces:R:3:lowdin_charge:R:1
C 1.6274 -0.1575 0.0138 -0.011 -2.520 -3.213 -0.44
C -1.4018 1.0521 0.2057 -1.020 -1.377 -0.074 -0.60
F -1.9145 1.5311 1.3553 0.504 0.394 -1.363 -0.02
F -1.7987 1.7278 -0.8887 0.246 -0.312 1.512 0.00
S 0.9294 -1.6360 0.2905 0.204 -0.846 2.173 0.66
Br -2.0205 -0.8748 0.1193 -0.371 1.380 -0.240 0.59
H 2.1991 -0.1704 -0.8932 0.186 0.984 -0.123 0.01
H 1.6076 0.5228 0.7333 0.325 2.848 2.842 -0.06
H 0.7718 -1.9949 -0.9359 -0.063 -0.550 -1.514 -0.14
```
Forces are in eV/Å.

Summary:
Energy relative to the best compared isomer or geometry (same formula, charge and spin) = 373.5 kJ/mol
Charge = 0
Orbital gap (alpha / beta) = 9.515 / 5.982 eV
Calculated total energy = -88430.7196 eV

Entry 10:
Entry from OMol25: 2 unconnected molecules or ions with the total composition C2H3BrFI at a distorted geometry (wB97M-V/def2-TZVPD).

```
8
Properties=species:S:1:pos:R:3:forces:R:3:lowdin_charge:R:1
C 0.0749 0.6453 -0.5091 -0.550 -2.956 3.055 -0.59
C -1.0544 -0.2199 0.2002 0.602 -1.287 2.838 -0.32
F -2.2597 0.3473 -0.1533 0.399 0.071 0.195 -0.09
Br 3.6783 -1.1403 -0.1113 0.309 -0.295 -0.128 -0.26
I 1.9010 0.8762 0.2539 -1.132 -0.015 -0.112 0.99
H -0.1240 1.1209 -1.3838 -0.510 0.979 -2.623 -0.03
H -1.4646 -1.6129 0.3846 2.103 3.839 -1.484 0.22
H -0.7515 -0.0166 1.3187 -1.221 -0.335 -1.740 0.08
```
Forces are in eV/Å.

Summary:
Energy relative to the best compared isomer or geometry (same formula, charge and spin) = 422.8 kJ/mol
Charge = 0
Orbital gap (alpha / beta) = 7.158 / 7.322 eV
Calculated total energy = -82978.4639 eV

Entry 11:
Entry from OMol25: a molecular structure, C2H3BrFI at a distorted geometry (wB97M-V/def2-TZVPD).

```
8
Properties=species:S:1:pos:R:3:forces:R:3:lowdin_charge:R:1
C -0.4321 0.0267 -0.8525 1.348 -1.988 2.632 -0.34
C 0.4835 -0.1492 0.4603 0.003 0.230 -0.218 -1.19
F -1.6022 0.7271 -0.6019 1.046 -0.531 -0.168 -0.09
Br 1.1985 1.5224 1.0274 0.268 1.154 0.177 0.58
I -0.7276 -0.9147 2.0808 0.337 -0.244 -0.412 0.76
H -0.6404 -1.1097 -0.9445 -0.088 2.033 -1.261 0.12
H 0.2453 0.6024 -1.5065 -0.844 -0.674 -0.501 0.11
H 1.4749 -0.7050 0.3369 -2.072 0.020 -0.249 0.04
```
Forces are in eV/Å.

Summary:
Energy relative to the best compared isomer or geometry (same formula, charge and spin) = 63.3 kJ/mol
Charge = 0
Orbital gap = 9.677 eV
Calculated total energy = -82982.1896 eV

Entry 12:
Entry from OMol25: 2 unconnected molecules or ions with the total composition C2H3BrFN at a distorted geometry (wB97M-V/def2-TZVPD).

```
8
Properties=species:S:1:pos:R:3:forces:R:3:lowdin_charge:R:1
C 0.6833 -0.2545 -0.5226 2.194 1.658 0.949 -0.04
C -0.2294 0.7034 -0.0181 -0.705 -1.058 -0.059 -0.46
N 0.4419 0.0207 0.9309 1.753 3.784 -1.630 0.14
F -0.2950 1.9638 -0.2364 -0.949 0.455 0.245 0.19
Br -2.5835 -0.7859 0.0351 1.723 1.405 -0.169 -0.04
H 0.3937 -1.1426 -0.8450 -1.716 -3.636 -1.697 0.05
H 1.6984 0.0032 -0.8194 -0.236 0.351 0.000 0.13
H -0.1094 -0.5082 1.4755 -2.064 -2.959 2.362 0.04
```
Forces are in eV/Å.

Summary:
Energy relative to the best compared isomer or geometry (same formula, charge and spin) = 194.5 kJ/mol
Charge = 0
Orbital gap (alpha / beta) = 7.714 / 7.715 eV
Calculated total energy = -76368.9334 eV

- What is the calculated total energy in the fifth record?
  -87400.4699 eV

- Number 6 is which compound?
  C2H3BrClNO

- charge of number 11 (C2H3BrFI)?
  0

- The highest energy relative to the best compared isomer or geometry (same formula, charge and spin) belongs to which entry?
  number 10